(1)
9 unconnected molecules or ions with the total composition C6H31NO8 at a distorted geometry. Source: OMol25; level of theory: ωB97M-V with the def2-TZVPD basis set.

- Total charge: +1
- Energy above the lowest of the compared OMol25 structures with the same formula, charge and spin: 69.6 kcal/mol
- Spin multiplicity: 2
- E: -24582.62787 eV
- Max |F|: 8.84 eV/A
- Gap between HOMO and LUMO (spin up / spin down): 10.35 / 4.22 eV

Geometry as XYZ:
```
46
Properties=species:S:1:pos:R:3:lowdin_charge:R:1
C 2.18 -0.70 -0.85 -0.169
C 2.96 -1.69 -1.70 -0.074
C 1.39 -1.29 0.41 -0.083
N 0.59 -0.26 1.14 0.137
C 1.23 0.01 2.43 -0.177
C 0.53 1.09 3.28 -0.213
C 0.94 2.50 2.76 -0.076
H 2.91 0.12 -0.78 0.117
H 1.41 -0.28 -1.47 0.067
H 3.35 -1.21 -2.55 0.083
H 3.77 -2.18 -1.24 0.068
H 2.55 -2.56 -2.15 0.076
H 2.18 -1.79 0.90 0.118
H 0.52 -2.00 0.11 0.171
H 0.57 0.61 0.63 0.127
H 2.27 0.26 2.41 0.148
H 1.14 -0.91 2.95 0.124
H -0.58 1.17 3.37 0.122
H 0.92 0.93 4.34 0.146
H 0.81 2.51 1.61 0.111
H 1.86 2.79 3.11 0.045
H 0.24 3.13 3.31 0.080
H -3.43 2.20 1.16 0.005
H -3.51 1.06 0.28 -0.067
O -4.03 1.62 0.76 0.013
H -1.41 0.03 0.24 0.139
H -2.84 -0.64 0.77 -0.013
O -2.40 -0.31 0.08 -0.027
H -2.45 -1.00 -1.57 0.038
H -3.80 -0.64 -2.05 0.034
O -3.05 -1.04 -2.38 -0.041
H 3.71 2.10 1.06 0.010
H 4.97 1.10 1.21 -0.004
O 4.56 1.79 0.78 0.004
H -0.59 -0.78 -4.15 0.066
H -1.87 -0.32 -3.32 0.070
O -0.96 0.04 -3.75 -0.131
H -1.88 -1.82 3.49 0.076
H -1.01 -1.17 2.24 -0.009
O -1.87 -1.45 2.60 -0.029
H -0.82 -1.64 -1.51 0.022
H -1.58 -2.49 -2.46 -0.030
O -0.77 -2.18 -2.32 0.003
H -0.06 1.07 -2.78 0.004
H -0.57 2.41 -2.17 0.071
O 0.25 1.81 -2.14 -0.153
```



(2)
6 unconnected molecules or ions with the total composition C30H51FN4O19S at a distorted geometry. Source: OMol25; level of theory: ωB97M-V with the def2-TZVPD basis set.

- Structure (SMILES): [H]/N=C(/N)NCCCCN(CCOC(=O)CC)S(=O)(=O)F.C[C@@H]1COC(=O)O1.C[C@@H]1COC(=O)O1.C[C@@H]1COC(=O)O1.C[C@@H]1COC(=O)O1.C[C@@H]1COC(=O)O1
- E: -90350.43959 eV
- Max |F|: 6.39 eV/A
- Gap between HOMO and LUMO: 9.04 eV

Geometry as XYZ:
```
106
Properties=species:S:1:pos:R:3:lowdin_charge:R:1
H -4.12 1.40 -2.92 0.044
N -4.80 1.15 -2.18 0.100
C -4.08 1.10 -1.10 -0.477
N -4.73 0.73 0.16 0.088
N -2.63 1.39 -1.21 -0.014
C -2.15 2.31 -0.17 -0.197
C -0.71 1.80 0.36 -0.161
C 0.36 2.97 0.45 -0.180
C 1.16 3.20 -0.90 -0.215
N 2.61 3.51 -0.70 -0.225
C 3.24 3.46 -2.06 -0.145
C 3.94 2.02 -2.18 -0.136
O 4.50 1.56 -0.94 -0.049
C 3.77 0.46 -0.47 -0.407
O 2.87 0.64 0.37 0.062
C 4.02 -1.05 -0.89 -0.121
C 5.60 -1.30 -0.66 -0.069
S 2.83 5.02 0.05 0.777
O 2.06 6.14 -0.55 -0.300
O 4.29 5.37 -0.02 -0.307
F 2.46 4.93 1.68 -0.189
H -5.31 -0.09 -0.05 0.087
H -3.96 0.35 0.73 0.034
H -2.15 0.49 -1.19 0.104
H -1.99 3.39 -0.53 0.100
H -2.86 2.39 0.71 0.123
H -0.28 0.98 -0.29 0.104
H -0.92 1.32 1.37 0.106
H 1.08 2.69 1.29 0.110
H -0.12 3.95 0.73 0.112
H 0.63 3.94 -1.59 0.126
H 1.13 2.21 -1.46 0.129
H 3.94 4.31 -2.28 0.130
H 2.41 3.49 -2.83 0.130
H 4.78 2.14 -2.93 0.140
H 3.15 1.32 -2.61 0.134
H 3.72 -1.25 -1.96 0.117
H 3.46 -1.72 -0.19 0.119
H 5.83 -0.88 0.36 0.071
H 5.75 -2.42 -0.68 0.082
H 6.16 -0.76 -1.47 0.084
C -1.64 8.51 -3.00 -0.019
C -2.45 7.67 -2.04 -0.340
C -1.68 6.55 -1.40 -0.108
O -2.71 5.61 -1.09 0.035
C -3.71 5.82 -2.00 -0.545
O -4.64 5.10 -2.15 0.168
O -3.48 6.96 -2.72 0.088
H -2.30 9.12 -3.62 0.089
H -0.95 9.16 -2.46 0.092
H -1.06 7.88 -3.68 0.088
H -2.92 8.31 -1.29 0.161
H -1.15 6.85 -0.50 0.142
H -0.97 6.06 -2.08 0.134
C -4.70 -2.57 5.42 -0.019
C -4.03 -1.48 4.61 -0.336
C -4.93 -0.82 3.61 -0.090
O -3.99 -0.35 2.64 0.017
C -2.92 -1.18 2.70 -0.542
O -2.03 -1.19 1.90 0.157
O -3.00 -2.01 3.77 0.094
H -3.95 -3.19 5.93 0.091
H -5.37 -2.15 6.17 0.093
H -5.27 -3.25 4.78 0.088
H -3.57 -0.75 5.29 0.163
H -5.50 0.01 4.03 0.147
H -5.62 -1.51 3.12 0.143
C 0.73 -5.38 -0.89 -0.032
C 1.55 -4.57 -1.87 -0.330
C 1.40 -4.98 -3.30 -0.106
O 2.64 -4.54 -3.87 0.063
C 3.55 -4.56 -2.86 -0.557
O 4.73 -4.42 -3.02 0.148
O 2.95 -4.76 -1.66 0.078
H 1.08 -5.22 0.13 0.093
H -0.32 -5.12 -0.95 0.078
H 0.83 -6.45 -1.09 0.085
H 1.34 -3.50 -1.73 0.156
H 0.56 -4.50 -3.80 0.142
H 1.33 -6.06 -3.44 0.136
C -4.98 -7.60 -0.27 -0.020
C -4.16 -6.78 -1.25 -0.339
C -4.31 -7.20 -2.68 -0.100
O -3.07 -6.77 -3.24 0.075
C -2.16 -6.78 -2.24 -0.518
O -0.98 -6.65 -2.39 0.127
O -2.76 -6.97 -1.03 0.094
H -4.64 -7.44 0.75 0.090
H -6.04 -7.34 -0.33 0.092
H -4.88 -8.67 -0.47 0.090
H -4.38 -5.72 -1.11 0.162
H -5.15 -6.72 -3.18 0.144
H -4.38 -8.29 -2.81 0.142
C 5.16 1.99 2.73 -0.011
C 5.38 0.70 3.48 -0.338
C 4.42 0.48 4.62 -0.102
O 5.18 -0.38 5.48 0.062
C 6.49 -0.10 5.25 -0.549
O 7.39 -0.50 5.92 0.161
O 6.64 0.70 4.16 0.088
H 6.03 2.23 2.11 0.096
H 4.28 1.93 2.08 0.069
H 5.03 2.84 3.41 0.091
H 5.38 -0.14 2.78 0.150
H 3.50 0.00 4.30 0.141
H 4.18 1.40 5.17 0.140
```



(3)
A molecular structure, C17H12CoF5GeN2O7. Source: OMol25; level of theory: ωB97M-V with the def2-TZVPD basis set.

- Total charge: -2
- E: -142861.06877 eV
- Max |F|: 0.34 eV/A
- Gap between HOMO and LUMO (spin up / spin down): 6.82 / 6.81 eV

Geometry as XYZ:
```
45
Properties=species:S:1:pos:R:3:lowdin_charge:R:1
Co -0.90 0.35 0.46 0.429
O -1.17 1.09 4.47 -0.009
C -0.70 0.93 3.34 -0.592
O -1.34 0.47 2.34 -0.091
C 0.76 1.34 3.13 -0.031
C 1.56 1.39 4.23 0.054
C 2.91 1.77 4.14 -0.164
C 3.44 2.16 2.92 0.057
C 2.63 2.17 1.81 -0.064
C 1.27 1.69 1.82 -0.253
O 0.60 1.60 0.75 -0.057
N 3.23 2.66 0.58 -0.353
O 4.44 2.50 0.43 0.026
O 2.53 3.24 -0.22 0.085
N 3.74 1.80 5.31 -0.376
O 3.27 1.44 6.38 0.030
O 4.91 2.17 5.19 0.013
H 1.13 1.14 5.19 0.123
H 4.47 2.48 2.84 0.122
C -2.74 -4.12 -0.49 -0.255
Ge -2.17 -2.34 -1.16 0.740
C -0.80 -2.71 -2.53 -0.219
C -3.74 -1.65 -2.14 -0.223
C -1.66 -1.19 0.30 -0.279
H -3.10 -4.75 -1.31 -0.004
H -3.54 -4.01 0.24 0.001
H -1.91 -4.63 0.00 0.002
H -1.05 -3.64 -3.05 0.005
H 0.19 -2.80 -2.08 0.017
H -0.77 -1.90 -3.26 0.004
H -3.86 -2.16 -3.10 0.006
H -3.64 -0.58 -2.33 -0.005
H -4.65 -1.80 -1.55 0.005
H -1.86 -1.66 1.28 -0.026
F -2.58 1.60 -1.95 0.041
C -1.37 1.11 -2.35 -0.233
C -0.53 0.51 -1.44 -0.086
C 0.67 0.08 -1.98 -0.253
F 1.58 -0.55 -1.20 0.066
C 1.01 0.21 -3.31 -0.167
F 2.19 -0.25 -3.79 0.082
C 0.12 0.80 -4.18 -0.160
F 0.43 0.94 -5.49 0.076
C -1.09 1.26 -3.70 -0.156
F -1.96 1.85 -4.55 0.073
```